Record 1
Here is a structure of composition C29H36CrN10O4 from OMol25. Energies are from wB97M-V/def2-TZVPD.

```
80
Properties=species:S:1:pos:R:3:forces:R:3
Cr 0.273160 0.107128 -0.109035 0.1 -0.2 0.3
C -1.016285 -2.705469 2.314502 0.0 0.0 0.0
O -0.925104 -2.135558 1.012321 0.0 0.0 0.0
C -1.941080 -2.605457 0.149635 0.0 0.0 0.0
C -1.717681 -1.991536 -1.215919 0.0 0.0 0.0
O -1.434446 -0.574770 -1.144992 -0.2 0.0 0.1
C -2.568963 0.254255 -0.813147 0.0 0.0 -0.1
C -2.606823 0.557218 0.667762 0.0 0.0 0.0
O -1.296148 0.993855 1.050376 0.0 0.1 0.0
C -1.227455 1.370717 2.435067 -0.1 0.0 0.0
H -0.881832 -3.788775 2.276379 0.0 0.0 0.0
H -1.987619 -2.488012 2.769512 0.0 0.0 0.0
H -0.227018 -2.263436 2.918084 0.0 0.0 0.0
H -2.930832 -2.353450 0.550184 0.0 0.0 0.0
H -1.901067 -3.695754 0.045726 0.0 0.0 0.0
H -2.590241 -2.139627 -1.853360 0.0 0.0 0.0
H -0.851395 -2.431318 -1.701169 0.0 0.0 0.0
H -3.489318 -0.238015 -1.127882 0.0 0.0 0.0
H -2.450267 1.168846 -1.391949 0.0 0.0 0.0
H -2.875592 -0.314212 1.266581 0.0 0.0 0.0
H -3.329174 1.354376 0.863468 0.0 0.0 0.0
H -1.888583 2.218663 2.614143 0.0 0.0 0.0
H -0.200387 1.646606 2.643577 0.0 0.0 0.0
H -1.524463 0.529040 3.063348 0.0 0.0 0.0
C 1.506587 5.031677 -3.080923 0.0 0.0 0.0
N 0.875963 3.982021 -2.277305 0.0 0.0 0.0
C 1.243260 2.731634 -2.005891 0.0 0.0 0.0
N 0.377552 2.178209 -1.159898 0.0 0.1 -0.1
C -0.512132 3.190727 -0.938932 0.0 -0.1 0.0
N -0.244006 4.287002 -1.592964 0.0 0.0 0.0
C 2.023790 4.608938 -4.434900 0.0 0.0 0.0
C 2.859375 5.504799 -5.100749 0.0 0.0 0.0
C 3.285938 5.247752 -6.391892 0.0 0.0 0.0
C 2.918459 4.070094 -7.028045 0.0 0.0 0.0
C 2.117902 3.159808 -6.355102 0.0 0.0 0.0
C 1.652130 3.437329 -5.070261 0.0 0.0 0.0
C 1.788981 1.872777 -6.969531 0.0 0.0 0.0
N 1.511439 1.579741 -8.188733 0.0 0.0 0.0
N 1.316264 0.202035 -8.228821 0.0 0.0 0.0
C 1.494695 -0.223264 -7.031267 0.0 0.0 0.0
O 1.794178 0.777709 -6.161038 0.0 0.0 0.0
C 1.444073 -1.580061 -6.488232 0.0 0.0 0.0
C 0.623451 -2.554508 -7.047040 0.0 0.0 0.0
C 0.572830 -3.815530 -6.471571 0.0 0.0 0.0
C 1.320375 -4.101370 -5.335189 0.0 0.0 0.0
C 2.156578 -3.134683 -4.788727 0.0 0.0 0.0
C 2.976132 -3.411313 -3.559418 0.0 0.0 0.0
N 2.395597 -2.765018 -2.364800 0.1 0.0 0.0
C 1.699635 -1.640773 -2.265639 -0.1 0.0 0.0
N 1.436476 -1.399699 -0.983314 0.1 0.1 -0.1
C 2.028718 -2.442583 -0.334462 0.0 0.0 0.0
N 2.621240 -3.282807 -1.140693 0.0 0.0 0.0
C 2.228727 -1.883013 -5.383080 0.0 0.0 0.0
H 2.310934 5.477456 -2.494635 0.0 0.0 0.0
H 0.728916 5.786064 -3.190852 0.0 0.0 0.0
H 2.118470 2.264289 -2.426595 0.0 0.0 0.0
H -1.355559 3.113214 -0.275314 0.0 0.0 0.0
H 3.161178 6.422989 -4.610456 0.0 0.0 0.0
H 3.918948 5.960946 -6.901470 0.0 0.0 0.0
H 3.261274 3.844980 -8.028697 0.0 0.0 0.0
H 0.983370 2.729619 -4.596957 0.0 0.0 0.0
H 0.034963 -2.316493 -7.922960 0.0 0.0 0.0
H -0.056149 -4.579358 -6.907721 0.0 0.0 0.0
H 1.269598 -5.087249 -4.889010 0.0 0.0 0.0
H 3.994908 -3.039051 -3.668842 0.0 0.0 0.0
H 3.024269 -4.471364 -3.324697 0.0 0.0 0.0
H 1.379513 -1.050905 -3.108125 0.0 0.0 0.0
H 1.998873 -2.574521 0.733451 0.0 0.0 0.0
H 2.911705 -1.135279 -4.995272 0.0 0.0 0.0
C 3.677321 2.591965 3.289642 0.0 0.0 0.0
N 3.661292 1.245519 2.699475 0.0 0.0 0.0
C 4.540090 0.212809 3.271177 0.0 0.0 0.0
C 2.661225 0.883904 1.954303 0.0 0.0 0.1
N 1.769270 0.556631 1.289063 -0.1 0.0 -0.2
H 4.713152 2.911465 3.373968 0.0 0.0 0.0
H 3.215951 2.593252 4.277583 0.0 0.0 0.0
H 3.148657 3.281669 2.636436 0.0 0.0 0.0
H 5.522699 0.653877 3.418246 0.0 0.0 0.0
H 4.629339 -0.615695 2.572980 0.0 0.0 0.0
H 4.155611 -0.146416 4.225970 0.0 0.0 0.0
```
Positions in Å, forces in eV/Å.

Multiplicity   5
Expectation value of S²   6.01
Net charge   +2
LUMO level (spin up / spin down)   -4.4 / -4.5 eV
Kohn-Sham gap (spin up / spin down)   8.654 / 8.556 eV
ΔE to the lowest compared entry with this formula, charge and spin   4.0 kJ/mol

Record 2
Here is a structure of composition C29H36CrN5OS2SeSi2 from OMol25. Energies are from wB97M-V/def2-TZVPD.

```
77
Properties=species:S:1:pos:R:3:forces:R:3
Cr -0.317102 0.077073 0.628213 -0.1 -0.3 0.0
C 0.611714 -1.065683 4.427797 0.0 0.0 0.0
C 0.982970 -1.555063 3.064053 0.0 0.0 0.1
O 0.477360 -1.078219 2.056749 -0.1 0.0 -0.2
N 1.882921 -2.545177 2.957017 0.1 -0.1 -0.1
C 2.532486 -2.753748 1.676753 0.0 0.0 0.0
C 3.637518 -1.739899 1.441521 0.0 0.0 0.0
C 4.637145 -1.992821 0.510008 0.0 0.0 0.0
C 5.595846 -1.019977 0.290738 0.0 0.0 0.0
C 5.516101 0.171246 0.994353 0.0 0.0 0.0
C 4.485131 0.329136 1.906873 0.0 0.0 0.0
N 3.575691 -0.613480 2.142607 0.0 0.0 0.0
H -0.455411 -0.855894 4.450654 0.0 0.0 0.0
H 1.134692 -0.120167 4.581245 0.0 0.0 0.0
H 0.880568 -1.772072 5.212392 0.0 0.0 0.0
H 2.400524 -2.779304 3.787140 0.0 0.0 0.0
H 1.768799 -2.646464 0.903949 0.0 0.0 0.0
H 2.920451 -3.770428 1.621559 0.0 0.0 0.0
H 4.649992 -2.926891 -0.038028 0.0 0.0 0.0
H 6.386852 -1.184507 -0.430735 0.0 0.0 0.0
H 6.227867 0.970390 0.835925 0.0 0.0 0.0
H 4.371623 1.253358 2.461911 0.0 0.0 0.0
C -6.630853 0.968235 -1.239665 0.0 0.0 0.0
Si -5.584954 1.771320 0.095094 0.0 0.0 0.0
C -6.128938 3.558166 0.291821 0.0 0.0 0.0
C -5.901050 0.892389 1.707991 0.0 0.0 0.0
C -3.811158 1.800484 -0.533867 0.0 -0.1 0.1
C -3.552404 2.604329 -1.635756 0.0 0.0 0.0
C -2.282663 2.707947 -2.200042 0.0 0.0 0.0
C -1.269108 1.970169 -1.633878 0.0 -0.1 -0.1
N -1.497162 1.175354 -0.592930 -0.1 0.1 0.1
C -2.713171 1.079364 -0.018228 -0.1 0.0 -0.1
S -2.685571 0.022005 1.358727 0.0 0.2 0.0
H -7.692644 1.009378 -0.980451 0.0 0.0 0.0
H -6.351074 -0.080944 -1.360914 0.0 0.0 0.0
H -6.498403 1.461078 -2.205951 0.0 0.0 0.0
H -7.173231 3.604063 0.613114 0.0 0.0 0.0
H -6.040582 4.123144 -0.638911 0.0 0.0 0.0
H -5.519227 4.061540 1.045782 0.0 0.0 0.0
H -6.956755 1.021728 1.968448 0.0 0.0 0.0
H -5.287129 1.296126 2.513751 0.0 0.0 0.0
H -5.682976 -0.173071 1.635506 0.0 0.0 0.0
H -4.362015 3.181345 -2.074353 0.0 0.0 0.0
H -2.087614 3.344676 -3.051278 0.0 0.0 0.0
H -0.247190 1.986825 -1.990362 0.0 0.0 0.0
Se -0.120172 2.106066 2.216185 -0.1 0.1 0.0
C 1.528272 2.856255 1.896957 0.1 0.0 0.0
N 2.560315 3.361673 1.760438 0.0 0.0 0.0
S 0.090643 -3.178577 -2.534022 0.0 -0.1 0.0
C -0.259433 -1.580909 -1.894868 -0.2 0.0 0.0
N -0.573010 -1.604525 -0.545415 0.0 0.1 0.0
C -0.824335 -2.871850 -0.117009 0.0 -0.1 0.0
C -1.335368 -3.275614 1.130942 0.0 0.0 0.0
C -1.495483 -4.624989 1.409849 0.0 0.0 0.0
C -1.172806 -5.610691 0.482786 0.0 0.0 0.0
C -0.692070 -5.230831 -0.771714 0.0 0.0 0.0
C -0.531012 -3.891541 -1.058846 0.0 0.0 0.0
H 0.208742 -0.718835 -2.337840 0.1 0.0 0.0
H -1.624359 -2.529745 1.856430 0.0 0.0 0.0
H -1.894238 -4.913805 2.376303 0.0 0.0 0.0
H -1.306756 -6.657933 0.722213 0.0 0.0 0.0
H -0.443017 -5.979804 -1.514906 0.0 0.0 0.0
C 4.048602 3.286313 -1.722132 0.0 0.0 0.0
Si 3.208465 1.779256 -2.440881 0.0 0.1 0.1
C 2.106874 2.298239 -3.870299 0.0 0.0 0.0
C 4.492498 0.595595 -3.118879 0.0 -0.1 0.0
C 2.181300 0.995975 -1.168114 0.0 -0.1 0.1
C 1.364968 0.566201 -0.365280 0.1 0.2 -0.1
H 4.744570 3.747963 -2.428471 0.0 0.0 0.0
H 4.591112 3.017426 -0.812964 0.0 0.0 0.0
H 3.303005 4.029679 -1.431175 0.0 0.0 0.0
H 2.684552 2.814030 -4.642696 0.0 0.0 0.0
H 1.317297 2.975125 -3.535094 0.0 0.0 0.0
H 1.628568 1.427629 -4.326217 0.0 0.0 0.0
H 5.089972 1.070860 -3.901870 0.0 0.0 0.0
H 4.008850 -0.288234 -3.541993 0.0 0.0 0.0
H 5.165588 0.262537 -2.327760 0.0 0.0 0.0
```
Positions in Å, forces in eV/Å.

Multiplicity   5
Expectation value of S²   6.06
Net charge   -1
LUMO level (spin up / spin down)   2.5 / 2.5 eV
Kohn-Sham gap (spin up / spin down)   4.487 / 7.669 eV
ΔE to the lowest compared entry with this formula, charge and spin   29.9 kJ/mol

Record 3
Here is a cluster of 2 separate species, C29H36F4N4O6S in total from OMol25. Energies are from wB97M-V/def2-TZVPD.

```
80
Properties=species:S:1:pos:R:3:forces:R:3
C 4.635158 -3.226605 2.123665 -0.2 0.7 0.2
C 4.904571 -1.723277 1.981978 -0.6 0.0 -0.4
C 4.002164 -1.089483 0.897178 0.6 -0.3 0.7
C 4.660735 0.173536 0.379036 0.0 0.0 -0.6
N 3.822913 1.080196 -0.434917 -0.3 0.0 0.1
C 2.594723 0.580623 -0.924818 0.3 0.1 0.0
C 2.603892 -0.304150 -2.022282 -0.5 0.1 0.3
C 3.942162 -0.648619 -2.622921 0.0 0.1 -0.3
C 4.503678 -1.997739 -2.236085 0.3 0.3 0.3
O 3.966944 -3.042049 -2.455668 -0.4 -0.5 -0.2
C 1.390967 -0.784641 -2.539674 0.3 -0.2 0.0
C 1.365278 -1.767652 -3.697350 -0.3 0.0 0.4
C 0.956585 -3.163524 -3.269934 -0.4 -0.1 -0.3
N -0.099867 -3.752285 -3.634497 0.0 -0.1 0.0
C 0.155664 -0.357626 -2.004469 0.9 -0.1 -0.3
C 0.178678 0.524019 -0.939954 -0.6 0.0 0.2
C 1.373059 0.990064 -0.390664 -0.6 -0.4 0.0
N 1.239262 1.956125 0.678918 1.3 0.3 -0.7
C 1.789537 1.533048 1.948609 -0.9 -0.6 0.3
C 0.937127 0.606393 2.756664 -0.2 0.2 0.0
O 2.831355 1.929746 2.359408 1.0 0.4 0.0
C 1.512714 3.302411 0.324590 -0.3 -0.2 -0.5
C 1.558642 3.632538 -1.143655 -0.3 0.1 -0.1
O 1.644079 4.154735 1.149988 0.1 0.4 0.8
S -1.290449 1.175655 -0.186393 0.1 0.0 -0.1
C -2.562004 0.185192 -0.932342 0.0 0.1 0.3
C -3.859834 0.297073 -0.403890 -0.2 -0.3 -0.4
C -4.154917 1.173613 0.785887 0.1 0.0 0.5
O -4.640815 0.452074 1.914760 0.0 -0.1 -0.1
C -3.827011 -0.662019 2.260207 -0.3 0.3 0.1
C -4.905800 -0.436499 -0.990644 0.5 0.2 0.0
C -6.342098 -0.345482 -0.539570 0.3 -0.4 -0.1
O -7.155665 0.436627 -1.443735 -0.1 -0.2 0.2
C -7.130115 1.764771 -1.302413 -0.3 -0.1 -0.4
F -8.113913 2.281428 -2.033537 -0.1 0.0 -0.1
F -5.984307 2.308727 -1.729205 0.4 0.2 0.0
F -7.303487 2.158829 -0.039144 0.0 0.2 0.4
C -4.629269 -1.292952 -2.049765 0.3 0.2 0.0
C -3.341053 -1.383247 -2.534525 -0.1 0.1 0.2
F -3.090465 -2.195995 -3.579852 0.0 0.1 0.0
C -2.273409 -0.656099 -2.003877 -0.6 -0.3 -0.4
N -1.022004 -0.832904 -2.616001 -0.1 0.6 0.5
H 3.596455 -3.412294 1.858687 -0.1 -0.2 0.0
H 4.748668 -3.531320 3.159449 0.3 -0.3 0.0
H 5.266250 -3.806179 1.459562 0.1 -0.2 0.0
H 5.941359 -1.516402 1.727306 0.2 -0.1 0.1
H 4.670256 -1.213092 2.914141 0.2 0.1 0.2
H 3.039867 -0.901983 1.360552 -0.3 0.1 -0.1
H 3.853358 -1.842986 0.127984 -0.2 0.1 -0.3
H 5.517270 -0.134751 -0.227628 0.2 0.0 0.0
H 5.074355 0.734053 1.210685 -0.1 0.2 0.2
H 3.711341 1.975830 0.013806 0.0 -0.1 0.3
H 3.870700 -0.644391 -3.709904 0.0 -0.1 -0.2
H 4.664239 0.119202 -2.374327 0.0 0.2 0.2
H 5.475681 -1.987847 -1.713601 0.2 0.1 0.0
H 0.633744 -1.433532 -4.429890 0.0 0.0 -0.3
H 2.328303 -1.833579 -4.186398 0.2 0.1 0.0
H 1.616508 -3.732630 -2.629303 0.3 0.2 0.2
H -0.663225 -3.157117 -4.241636 -0.1 0.0 0.0
H 1.398740 -0.368420 2.869853 0.0 -0.2 -0.1
H 0.895310 1.049109 3.743509 0.0 0.0 0.2
H -0.081876 0.545026 2.393614 0.0 -0.2 -0.2
H 0.756747 3.154068 -1.700036 0.0 -0.2 -0.1
H 2.516444 3.365937 -1.583971 0.1 -0.2 -0.1
H 1.427763 4.703354 -1.228484 0.1 0.2 0.0
H -3.280388 1.735739 1.111951 0.2 0.0 -0.1
H -4.910808 1.915351 0.562782 -0.2 0.1 -0.1
H -4.014081 -0.869193 3.308129 0.0 0.0 0.2
H -4.106625 -1.542984 1.684835 0.1 -0.1 -0.2
H -2.772032 -0.426976 2.118051 0.2 -0.1 0.0
H -6.761599 -1.341751 -0.619045 -0.2 -0.1 0.0
H -6.446364 -0.037439 0.493491 -0.1 0.4 0.0
H -5.413588 -1.878961 -2.503680 0.0 -0.1 -0.1
H -1.053991 -0.655881 -3.608739 0.0 -0.2 -0.1
C -0.839429 2.512395 5.859178 -0.2 -0.1 -0.1
O -1.163713 1.584859 4.824487 0.0 0.1 0.1
H 0.241312 2.507255 5.977837 0.0 0.0 0.0
H -1.160526 3.522251 5.594488 0.0 0.0 0.1
H -1.301017 2.221057 6.805638 0.0 0.0 0.0
H -2.118813 1.589647 4.717524 0.0 0.0 0.0
```
Positions in Å, forces in eV/Å.

Multiplicity   1
Net charge   0
LUMO level   0.3 eV
Kohn-Sham gap   8.146 eV